Density functional theory data (ωB97M-V/def2-TZVPD) for a 3-piece molecular cluster, C6H10N2S overall.

CARTESIAN COORDINATES (ANGSTROEM)
C  -1.8285  -0.0853  0.0450
C  -1.0338  -0.7021  -0.5446
C  2.3372  -1.8783  0.9385
C  1.2760  2.2962  0.4244
C  -2.6690  0.8283  0.7245
C  -0.2823  -1.6903  -1.3468
N  0.7210  2.3617  -0.7182
N  -0.0230  2.5519  -1.5406
S  3.4692  -2.2034  -0.1908
H  1.2236  -1.5973  0.7546
H  2.5929  -1.9948  2.0140
H  1.7966  3.2329  0.8085
H  1.4356  1.2767  0.7080
H  -2.0728  1.4143  1.4740
H  -3.5167  0.3181  1.0828
H  -3.0097  1.5676  0.0437
H  0.6711  -1.8078  -0.7782
H  -0.1638  -1.2976  -2.3977
H  -0.9236  -2.5907  -1.5012

Cartesian forces (eV/Å) of the 2 atoms listed first:
-1.1744 1.7422 1.3465
2.0822 -3.0755 -2.6283

Highest occupied orbital energy: -8.514 eV
Frontier orbital gap: 7.85 eV
Total charge: 0
Relative energy (zero: lowest compared OMol25 entry of this formula, charge and spin): 485.92 kJ/mol

---

Density functional theory data (ωB97M-V/def2-TZVPD) for one molecule with the formula Cl2FHSi.

CARTESIAN COORDINATES (ANGSTROEM)
F  0.4895  0.9042  1.4056
Si  0.1155  0.0442  0.1001
Cl  -1.5799  -1.2779  0.3903
Cl  -0.1649  1.1014  -1.5308
H  1.1398  -0.7719  -0.3652

Cartesian forces (eV/Å) of the 2 atoms listed first:
-0.4971 -0.5621 -0.8357
-1.7601 -1.0673 1.4317

Highest occupied orbital energy: -11.767 eV
Frontier orbital gap: 12.33 eV
SMILES: F[SiH](Cl)Cl
Total charge: 0
Relative energy (zero: lowest compared OMol25 entry of this formula, charge and spin): 18.78 kJ/mol

---

no.,LUMO (eV),largest force on an atom (eV/Å)
1,-0.7,4.5
2,0.6,2.5